{
  "formula": "C13H24CoN7O4",
  "method": "ωB97M-V/def2-TZVPD",
  "total_charge": 2,
  "max_force_ev_per_a": 5.16,
  "orbital_gap_ev": [8.99, 6.31],
  "e_above_lowest_kj_mol": 123.9,
  "homo_energy_ha": [-0.55500, -0.55434],
  "e_tot_ev": -70101.47660,
  "spin_multiplicity": 5,
  "species": ["Co", "C", "O", "C", "O", "N", "N", "H", "H", "H", "H", "H", "H", "N", "C", "C", "O", "O", "H", "H", "H", "H", "C", "N", "C", "C", "N", "C", "H", "H", "H", "H", "H", "H", "C", "C", "C", "C", "N", "N", "C", "H", "H", "H", "H", "H", "H", "H", "H"],
  "coordinates": [[0.330, 0.223, -0.307], [0.799, -0.070, 4.800], [-0.137, -0.178, 3.662], [0.262, 0.288, 2.455], [-0.617, 0.498, 1.585], [1.555, 0.585, 2.174], [1.892, 0.749, 0.820], [1.005, -1.103, 5.140], [0.289, 0.479, 5.587], [1.741, 0.468, 4.630], [2.320, 0.265, 2.765], [2.659, 0.167, 0.429], [2.093, 1.755, 0.582], [0.596, -0.256, -2.347], [-0.707, -0.355, -3.062], [-1.898, -0.012, -2.166], [-3.037, -0.116, -2.565], [-1.508, 0.291, -0.939], [1.159, 0.500, -2.812], [1.177, -1.111, -2.462], [-0.927, -1.339, -3.501], [-0.786, 0.249, -3.973], [-1.706, 5.072, -0.134], [-0.787, 4.071, -0.675], [-0.302, 4.118, -1.938], [0.609, 3.069, -2.034], [0.652, 2.378, -0.816], [-0.276, 2.925, -0.021], [-2.738, 4.673, -0.029], [-1.801, 5.853, -0.900], [-1.329, 5.390, 0.857], [-0.340, 4.897, -2.686], [1.217, 2.797, -2.860], [-0.521, 2.629, 0.946], [1.346, -4.993, -1.262], [0.628, -3.826, -0.642], [-0.585, -3.781, 0.003], [-0.755, -2.415, 0.487], [0.328, -1.692, 0.108], [1.199, -2.574, -0.561], [-1.868, -1.983, 1.374], [1.000, -5.089, -2.299], [0.930, -5.822, -0.682], [2.442, -4.958, -1.170], [-1.310, -4.606, 0.159], [2.201, -2.386, -0.550], [-1.526, -1.398, 2.295], [-2.364, -2.952, 1.716], [-2.603, -1.376, 0.817]],
  "lowdin_charge": [0.8718, 0.0235, 0.0234, -0.4831, -0.0115, 0.0824, -0.0109, 0.1185, 0.1089, 0.0925, 0.1627, 0.1528, 0.1415, -0.0022, -0.0996, -0.5582, 0.1391, -0.0830, 0.1142, 0.1076, 0.1433, 0.1407, 0.0134, -0.0934, -0.0218, -0.0881, -0.0537, -0.0859, 0.1124, 0.1045, 0.1109, 0.1442, 0.0963, 0.1089, 0.0116, -0.2659, 0.0595, -0.2442, -0.0456, 0.0371, -0.0029, 0.1029, 0.0980, 0.0981, 0.1476, 0.1646, 0.0913, 0.1220, 0.1034]
}